Record 1
Entry from OMol25: a structure of composition C34H34HoN2O7S4 at a distorted geometry (ωB97M-V with the def2-TZVPD basis set).

Last column: Mulliken spin population.
Element x y z (Å)
Ho (-0.3870, -0.2588, -1.1142)  4.05
C (0.0507, -1.0473, -3.5915)  0.00
C (0.3191, -2.1895, -2.8145)  0.00
C (-0.9127, -2.6701, -2.3132)  0.00
C (-1.9332, -1.8228, -2.7718)  0.00
C (-1.3418, -0.8114, -3.5553)  -0.01
H (0.7502, -0.5428, -4.2171)  0.00
H (1.2712, -2.6745, -2.7084)  0.00
H (-1.0464, -3.5872, -1.7717)  0.00
H (-2.9891, -1.9661, -2.6154)  0.00
H (-1.8622, -0.0654, -4.1182)  0.00
O (-3.1982, -0.8402, 1.9583)  0.00
C (-3.0982, -0.0879, 0.9727)  0.00
O (-2.4104, -0.2821, -0.1425)  -0.01
C (-3.8874, 1.1577, 1.0623)  0.00
C (-3.7485, 2.2205, 0.0853)  0.00
C (-4.4671, 3.3877, 0.1774)  0.00
C (-5.3470, 3.4828, 1.2583)  0.00
O (-6.1801, 4.5158, 1.5715)  0.00
C (-6.8213, 4.1540, 2.8029)  0.00
O (-6.4199, 2.8174, 3.1368)  0.00
C (-5.4938, 2.4432, 2.2154)  0.00
C (-4.7984, 1.2958, 2.1594)  0.00
H (-3.0511, 2.0919, -0.7241)  0.00
H (-4.3490, 4.1947, -0.5469)  0.00
H (-7.8888, 4.1881, 2.6740)  0.00
H (-6.5160, 4.8309, 3.5829)  0.00
H (-4.8956, 0.5040, 2.8919)  0.00
O (1.7189, 0.4141, -0.5062)  0.00
C (1.2478, 0.9068, 0.5637)  -0.01
O (-0.0038, 0.9041, 0.7945)  -0.01
C (2.1825, 1.5075, 1.5629)  0.00
C (3.5515, 1.3155, 1.4364)  0.00
C (4.4189, 1.8680, 2.3735)  0.00
C (3.9100, 2.6177, 3.4315)  0.00
C (2.5352, 2.8122, 3.5520)  0.00
C (1.6717, 2.2530, 2.6155)  0.00
H (3.9211, 0.7380, 0.5985)  0.00
H (5.4927, 1.7205, 2.2737)  0.00
H (4.5868, 3.0594, 4.1578)  0.00
H (2.1381, 3.4012, 4.3733)  0.00
H (0.5966, 2.3854, 2.6863)  0.00
C (-3.1135, -4.3110, 0.8903)  0.00
C (-1.9393, -4.6904, 1.8139)  0.00
C (-0.5914, -4.0446, 1.4432)  0.00
S (-0.7283, -2.2569, 1.2682)  0.00
O (0.4225, -1.8750, 0.3101)  0.00
C (-0.1586, -1.7647, 2.9072)  0.00
C (1.3607, -1.6244, 3.0285)  0.00
C (2.0892, -2.8416, 3.6045)  0.00
H (-3.9899, -4.9288, 1.1066)  0.00
H (-2.8482, -4.4584, -0.1670)  0.00
H (-3.4003, -3.2581, 1.0203)  0.00
H (-1.7958, -5.7724, 1.7966)  0.00
H (-2.1924, -4.4219, 2.8459)  0.00
H (-0.2490, -4.3504, 0.4480)  0.00
H (0.1829, -4.2734, 2.1788)  0.00
H (-0.5958, -2.4843, 3.6122)  0.00
H (-0.6638, -0.8078, 3.0501)  0.00
H (1.5629, -0.7550, 3.6471)  0.00
H (1.7717, -1.4003, 2.0427)  0.00
H (1.6857, -3.1207, 4.5860)  0.00
H (3.1561, -2.6248, 3.7308)  0.00
H (2.0156, -3.7128, 2.9463)  0.00
S (4.6789, 3.8714, -2.3321)  0.00
C (3.1497, 3.2021, -2.5062)  0.00
S (1.7267, 3.8162, -1.7329)  0.00
C (0.7193, 2.5130, -2.3222)  0.00
N (1.3851, 1.6982, -3.0488)  0.00
N (2.7338, 2.0793, -3.1702)  0.00
C (3.5063, 1.2020, -4.0202)  0.00
C (4.2186, 1.6775, -5.1092)  0.00
C (4.9211, 0.7828, -5.9064)  0.00
C (4.8951, -0.5815, -5.6248)  0.00
C (4.1511, -1.0473, -4.5477)  0.00
C (3.4560, -0.1516, -3.7398)  0.00
S (-0.9635, 2.3654, -1.9557)  0.00
H (4.2163, 2.7379, -5.3264)  0.00
H (5.4845, 1.1525, -6.7568)  0.00
H (5.4514, -1.2792, -6.2446)  0.00
H (4.1067, -2.1114, -4.3325)  0.00
H (2.8661, -0.4915, -2.8911)  0.00

Results
LUMO level (spin up / spin down), eV: 2.265 / 2.265
Charge: -1
F_max, eV/A: 2.85
Spin multiplicity: 5
ΔE to the lowest compared entry with this formula, charge and spin, kJ/mol: 0.0
Energy, eV: -122267.8703
HOMO level (spin up / spin down), eV: -4.91 / -4.92
Expectation value of S²: 6.004

Record 2
Entry from OMol25: a cluster of 2 separate species, C34H34N5 in total at a distorted geometry (ωB97M-V with the def2-TZVPD basis set).

Last column: Mulliken charge in e.
Element x y z (Å)
C (0.4405, 4.1328, 1.0789)  -1.74
C (-0.4863, 2.9885, 1.0628)  -0.24
N (-1.5504, 2.9788, 0.2337)  0.23
C (-2.0094, 4.1189, -0.5303)  -0.96
C (-2.1564, 1.7263, 0.2114)  0.19
C (-1.3519, 0.8554, 0.9868)  1.12
C (-1.5432, -0.5120, 0.8290)  -0.15
C (-2.6321, -0.9483, 0.0485)  -0.75
C (-3.4793, -0.0514, -0.6271)  -0.81
C (-3.2292, 1.3269, -0.5671)  -1.02
C (-0.3445, 1.6811, 1.6624)  1.07
C (0.4928, 1.3235, 2.7139)  -1.02
C (1.0259, -0.0071, 2.9294)  0.31
C (0.2500, -1.0634, 3.4698)  0.04
C (0.7629, -2.3546, 3.5503)  -0.46
C (2.1177, -2.5994, 3.2381)  -0.74
C (2.8986, -1.5710, 2.6839)  -0.66
C (2.3706, -0.2826, 2.5532)  -0.45
H (1.2916, 3.8485, 1.7071)  0.38
H (0.7931, 4.3962, 0.0640)  0.39
H (0.0176, 5.0553, 1.5062)  0.39
H (-2.9747, 3.8760, -0.9628)  0.34
H (-2.1468, 4.9848, 0.1190)  0.35
H (-1.3097, 4.3767, -1.3341)  0.34
H (-0.8346, -1.2041, 1.2834)  0.56
H (-2.8359, -2.0163, -0.0243)  0.45
H (-4.2969, -0.4130, -1.2550)  0.41
H (-3.7778, 2.0591, -1.1661)  0.29
H (0.9062, 2.1523, 3.2939)  0.59
H (-0.7843, -0.8588, 3.7693)  0.90
H (0.1085, -3.1771, 3.8555)  0.38
H (2.5537, -3.5811, 3.4626)  0.40
H (3.9325, -1.7661, 2.3790)  0.38
H (2.9653, 0.5065, 2.0812)  0.42
N (0.2395, -2.7077, 7.0429)  -1.01
N (-0.7042, -2.7111, 6.3811)  0.58
N (-1.5890, -2.7600, 5.5014)  0.47
C (-2.9732, -2.6025, 5.9934)  2.92
C (-3.8890, -3.4684, 5.1419)  -0.72
C (-5.0745, -3.9993, 5.6685)  -0.33
C (-5.7815, -4.9424, 4.9168)  -0.92
C (-5.3434, -5.2727, 3.6320)  -0.62
C (-4.2419, -4.6209, 3.0537)  -0.91
C (-3.5173, -3.7077, 3.8205)  0.28
C (-3.0636, -3.0195, 7.4497)  -0.51
C (-2.4322, -4.2162, 7.7957)  -0.13
C (-2.3091, -4.5505, 9.1495)  -0.82
C (-2.9663, -3.7811, 10.1240)  -0.54
C (-3.8018, -2.7306, 9.7211)  -0.90
C (-3.8994, -2.3783, 8.3656)  -0.11
C (-3.3940, -1.1493, 5.7385)  -0.18
C (-3.9541, -0.7697, 4.3472)  -0.46
C (-3.7941, 0.7531, 4.3422)  -0.18
C (-3.0085, 1.0965, 5.6308)  -0.85
N (-2.3285, -0.1735, 5.9121)  -0.29
H (-5.4628, -3.6915, 6.6438)  0.43
H (-6.6530, -5.4457, 5.3420)  0.41
H (-5.8611, -6.0281, 3.0380)  0.39
H (-3.8862, -4.8169, 2.0396)  0.40
H (-2.6724, -3.1441, 3.4099)  0.05
H (-2.0422, -4.8923, 7.0248)  0.46
H (-1.7207, -5.4354, 9.4127)  0.41
H (-2.8290, -3.9903, 11.1947)  0.39
H (-4.4347, -2.1991, 10.4348)  0.42
H (-4.6130, -1.6019, 8.0618)  0.39
H (-4.2248, -0.9184, 6.4339)  -0.02
H (-3.3185, -1.2110, 3.5635)  -0.24
H (-4.9915, -1.1256, 4.2004)  0.57
H (-3.2027, 0.9982, 3.4541)  -0.31
H (-4.7666, 1.2562, 4.3015)  0.47
H (-2.3612, 1.9689, 5.5421)  0.46
H (-3.7573, 1.3544, 6.4074)  0.31
H (-1.9251, -0.2200, 6.8533)  0.29

Results
LUMO level, eV: -4.770
Charge: +1
F_max, eV/A: 3.57
ΔE to the lowest compared entry with this formula, charge and spin, kJ/mol: 129.3
Energy, eV: -43251.3904
HOMO level, eV: -10.80

Q: The lowest F_max belongs to which entry?
A: C34H34HoN2O7S4

Q: Which of these has the lowest energy?
A: C34H34HoN2O7S4

Q: The lowest energy belongs to which entry?
A: C34H34HoN2O7S4